A cluster of 10 separate species, C56H133N9O10 in total in a non-equilibrium geometry, computed with ωB97M-V/def2-TZVPD.

Last column: Löwdin spin population.
Element x y z (Å)
O1 -1.88034 0.81350 -2.82328  0.000
O2 -2.38168 -4.12031 -2.36384  0.000
O3 3.56191 -1.82144 0.38053  0.137
O4 -1.69247 2.77055 6.27928  0.000
O5 -0.74168 -6.93997 3.70378  0.000
O6 -2.41198 -2.27994 -4.07256  0.000
O7 -2.03811 -0.10461 -0.08134  0.000
O8 2.07429 -0.10604 -8.43963  0.000
O9 1.49159 5.58452 0.26490  0.000
O10 -5.85960 2.47067 0.31103  0.000
N1 -0.65514 -4.67949 1.72170  0.000
N2 -7.82336 3.76915 1.88287  0.000
N3 2.79402 -0.75933 -7.46623  0.000
N4 -2.33594 2.06961 -3.35029  0.000
N5 3.55247 -1.43053 1.74521  0.607
N6 0.84424 -2.55935 -0.21455  0.004
N7 -1.17243 -5.01773 -4.78667  0.000
N8 -0.58729 1.88890 6.32882  0.000
N9 -0.70139 4.53731 1.75554  0.000
C1 2.74876 -3.65903 2.45539  0.008
C2 -1.91989 -0.08686 7.12242  0.000
C3 0.40901 2.27648 7.43661  0.000
C4 2.04439 -1.21356 -6.27248  0.000
C5 3.33205 -2.01497 4.10306  0.004
C6 -2.05439 4.38113 -3.75684  0.000
C7 -1.41733 -3.27189 3.48925  0.000
C8 -6.54056 5.72198 2.14801  0.000
C9 4.11303 -0.76301 4.49809  0.000
C10 4.06480 -0.04765 -7.28857  0.000
C11 -0.76672 -4.58971 3.15942  0.000
C12 0.92724 -2.23710 -6.55137  0.000
C13 0.69219 4.34587 2.11643  0.000
C14 -6.69140 4.51949 1.29099  0.000
C15 -2.59144 4.24927 -5.18391  0.000
C16 -1.17774 3.36566 -1.62093  0.000
C17 4.99124 -0.90890 -6.30543  0.000
C18 3.76671 -2.54087 2.70214  0.051
C19 -0.92928 0.48148 6.12261  0.000
C20 -3.37315 -4.20892 -1.37811  0.000
C21 5.23314 -3.14387 2.67179  0.048
C22 -1.65122 0.79920 0.86662  0.000
C23 3.95309 1.44594 -6.88921  0.000
C24 -4.27189 0.86282 -4.28109  0.000
C25 -1.47751 0.31117 4.68187  0.000
C26 -1.41909 -8.13990 4.08568  0.000
C27 -1.40725 3.11774 -3.17423  0.000
C28 0.82566 3.06687 2.93048  0.000
C29 3.83770 0.34461 3.43694  0.007
C30 -2.15726 1.08886 -5.67414  0.000
C31 3.61101 1.01698 0.99297  0.011
C32 0.98448 3.57983 7.05416  0.000
C33 4.20539 -0.11899 1.93922  0.045
C34 -5.50451 3.57442 1.13169  0.000
C35 -4.76391 1.70676 -0.09571  0.000
C36 2.94612 -1.96133 -5.26377  0.000
C37 4.85210 -0.09825 -8.63903  0.000
C38 -1.67315 -5.42744 -2.37857  0.000
C39 -0.05638 2.85246 -3.80405  0.000
C40 -1.36260 -1.35498 -0.02663  0.001
C41 -0.23955 2.29689 8.87021  0.000
C42 2.05152 5.81390 -0.98665  0.000
C43 4.30441 -1.21679 -4.99368  0.000
C44 -3.57107 3.10780 -5.19782  0.000
C45 1.57617 4.28399 0.80181  0.000
C46 0.17512 -1.25691 -0.05208  0.001
C47 -0.58737 -5.42013 -3.52913  0.000
C48 -3.04096 1.77917 -4.61053  0.000
C49 0.37572 -0.35718 6.15135  0.000
C50 1.31698 -0.19905 7.38702  0.000
C51 -1.52451 -5.79609 3.76492  0.000
C52 1.65012 1.33607 7.47504  0.000
C53 0.53104 -4.39468 -3.13038  0.000
C54 1.30925 -0.11335 -5.44913  0.000
C55 5.74620 -0.06919 1.75885  0.045
C56 0.73694 -0.29918 -1.17252  0.000
H1 -0.39453 1.35938 9.40420  0.000
H2 1.39346 -2.97524 -7.20397  0.000
H3 -0.23303 -6.45039 -3.56226  0.000
H4 -0.70208 2.51245 -1.13733  0.000
H5 -1.66767 -1.88368 -0.92968  0.000
H6 4.40997 0.62564 -9.32358  0.000
H7 -0.72543 5.49593 1.43842  0.000
H8 -0.58981 1.01377 0.74224  0.000
H9 -1.49203 1.83281 -6.11242  0.000
H10 0.58456 2.15454 2.38493  0.000
H11 -1.50183 0.10123 8.11133  0.000
H12 0.19802 -1.74281 -7.19326  0.000
H13 0.96788 -0.16918 5.25575  0.000
H14 -0.77409 0.51015 3.87335  0.000
H15 5.33004 -1.75994 -6.89624  0.000
H16 3.85355 -0.53979 5.53295  0.000
H17 -4.62256 4.04593 0.69815  0.000
H18 -0.04007 2.91731 -4.89200  0.000
H19 -2.80321 0.70529 -6.46390  0.000
H20 -4.15617 2.25584 -0.81491  0.000
H21 -8.15088 3.08795 1.21296  0.000
H22 0.18677 -3.36365 -3.04950  0.000
H23 -3.85439 2.94245 -6.23729  0.000
H24 0.26340 -0.36163 -2.15230  0.000
H25 -1.51833 -3.27764 4.57454  0.000
H26 -2.18368 1.09446 4.40643  0.000
H27 6.04417 0.07922 0.72092  0.002
H28 -2.01592 -0.56571 4.32228  0.000
H29 -2.34370 -2.84048 -3.29966  0.000
H30 -2.08933 3.72169 -1.14098  0.000
H31 -1.40789 5.25231 -3.65115  0.000
H32 1.73342 -0.81814 -8.98582  0.000
H33 1.76562 -0.38740 -1.52199  0.000
H34 0.88159 -4.68130 -2.13888  0.000
H35 1.56966 5.13790 -1.69300  0.000
H36 -3.00946 5.23471 -5.38949  0.000
H37 -0.00854 -5.41570 1.47675  0.000
H38 1.85089 3.01700 3.29723  0.000
H39 2.18978 -0.85189 7.37659  0.000
H40 -4.81767 1.20594 -3.40218  0.000
H41 0.71389 3.48799 -3.36713  0.000
H42 -7.49082 3.20798 2.65397  0.000
H43 -2.41676 -5.95740 3.15996  0.000
H44 1.17032 3.52728 0.13041  0.000
H45 0.48977 -0.85440 0.91077  0.001
H46 0.64977 -3.14456 0.58533  0.000
H47 2.04236 1.35762 8.49179  0.000
H48 5.82297 0.38645 -8.53620  0.000
H49 4.87682 -1.10436 -9.05764  0.000
H50 -4.00938 -3.36096 -1.63163  0.000
H51 3.13670 5.74245 -1.06010  0.000
H52 2.52661 1.07948 1.08391  0.000
H53 0.35840 2.86091 9.58606  0.000
H54 4.83820 -1.82019 -4.25945  0.000
H55 1.27634 3.72461 6.01399  0.000
H56 -2.38372 -3.23381 2.98651  0.000
H57 5.91122 -2.49436 3.22536  0.002
H58 -2.88104 0.42651 7.09504  0.000
H59 -2.98137 -4.07482 -0.36983  0.000
H60 0.21116 -1.40656 5.90675  0.000
H61 0.29915 -2.66893 -5.77219  0.000
H62 2.96978 -4.48491 3.13154  0.000
H63 -1.67561 -8.11668 5.14481  0.000
H64 -2.13581 -1.13563 6.91856  0.000
H65 -1.70611 -1.96256 0.81060  0.000
H66 -0.53394 4.23523 -1.48873  0.000
H67 -1.23568 -5.69751 -1.41743  0.000
H68 6.10502 0.82637 2.26612  0.004
H69 -1.80170 3.97023 -5.88144  0.000
H70 2.42166 -2.16565 -4.33034  0.000
H71 5.89466 -0.35214 -6.05652  0.000
H72 -4.02113 -0.15567 -3.98464  0.000
H73 -1.64472 -4.15305 -4.56445  0.000
H74 -1.64755 3.23385 5.43967  0.000
H75 -1.19492 2.81920 8.81945  0.000
H76 -5.57422 5.69679 2.65165  0.000
H77 4.11987 -0.30138 -4.43147  0.000
H78 -0.83479 -2.41248 3.15735  0.000
H79 6.32934 -0.91991 2.11143  0.000
H80 -6.56925 6.63702 1.55643  0.000
H81 4.43208 1.18678 3.79131  0.000
H82 0.27050 -4.65567 3.48794  0.000
H83 5.21127 -4.15142 3.08708  0.005
H84 -0.70149 4.07448 0.85783  0.000
H85 -5.16693 0.89973 -0.70757  0.000
H86 0.25992 1.82505 -3.62383  0.000
H87 -4.96048 0.69395 -5.10900  0.000
H88 2.81362 -3.86608 1.38721  0.000
H89 -3.98825 -5.10659 -1.31518  0.000
H90 2.30287 -1.80914 4.39720  0.000
H91 -1.50479 -5.08500 1.35599  0.000
H92 -2.32568 0.75508 -1.97484  0.000
H93 -2.38046 -6.22086 -2.62003  0.000
H94 -1.96234 -1.47236 -3.82380  0.000
H95 0.41279 -0.37723 -4.88804  0.000
H96 3.66504 -2.75963 4.82604  -0.001
H97 -2.92491 4.58337 -3.13282  0.000
H98 1.37896 -4.48092 -3.80986  0.000
H99 -4.45271 3.33989 -4.60038  0.000
H100 0.09614 3.05975 3.74033  0.000
H101 1.83502 6.85551 -1.22389  0.000
H102 0.38227 -3.14115 -0.89880  0.000
H103 -7.03856 4.71832 0.27707  0.000
H104 2.41229 1.56195 6.72927  0.000
H105 0.73178 0.74089 -0.84643  0.000
H106 2.61899 -1.98918 0.31448  0.012
H107 3.05581 1.53715 -6.27711  0.000
H108 3.97027 2.01120 1.25859  0.000
H109 -1.75399 -5.55503 4.80286  0.000
H110 5.59564 -3.23156 1.64757  0.001
H111 3.75788 2.12754 -7.71711  0.000
H112 2.75680 0.47028 3.49985  0.000
H113 -1.67600 0.17592 -5.32336  0.000
H114 -2.36854 -8.16699 3.55099  0.000
H115 2.01181 0.43982 -4.82582  0.000
H116 1.81625 3.92940 7.66576  0.000
H117 -2.20700 1.72790 0.73729  0.000
H118 0.89569 0.69523 -6.05184  0.000
H119 -5.23904 3.12703 2.08954  0.000
H120 -1.96280 -5.62106 -4.96388  0.000
H121 1.00978 5.17577 2.74770  0.000
H122 3.22368 -2.90075 -5.74184  0.000
H123 -1.94368 0.33817 1.81003  0.000
H124 5.19217 -0.91651 4.49702  0.000
H125 2.60930 3.99749 0.99844  0.000
H126 -7.33008 5.86863 2.88507  0.000
H127 -0.83228 -9.00753 3.78406  0.000
H128 -4.10552 1.23837 0.63589  0.000
H129 0.77174 -0.65414 8.21389  0.000
H130 3.91858 0.73488 -0.01397  0.000
H131 0.19995 4.33138 7.14240  0.000
H132 1.73704 -3.26837 2.56451  0.000
H133 4.75581 1.85271 -6.27417  0.000

The calculation puts the HOMO-LUMO gap (spin up / spin down) at 7.74 / 3.13 eV. The spin multiplicity is 2. The net charge is +1. The total energy is -94097.7647 eV. The expectation value of S² is 0.754. The calculation puts the LUMO energy (spin up / spin down) at -1.9 / -6.5 eV.